# 1
Entry from OMol25: C13H12N2O9W as an isolated structure in a non-equilibrium geometry (ωB97M-V/def2-TZVPD).

Each line ends with the Mulliken charge.
Positions of all 37 atoms, in Å:
W 1.1052 0.1905 0.4179  2.144
O 0.1196 1.7809 -0.8540  -0.470
C 0.3049 3.0992 -0.2539  -0.439
C 0.0571 2.9539 1.2529  -0.712
N 1.0402 1.9939 1.8122  -0.168
C 0.6448 1.3432 3.0856  -0.584
C 1.0044 -0.1571 2.9290  0.646
O 0.4538 -1.0738 3.4574  -0.440
O 1.9314 -0.3343 1.9743  -0.419
C 2.4211 2.5392 1.8895  -0.642
C 3.3091 1.5741 1.0528  0.540
O 4.3961 1.1947 1.3325  -0.431
O 2.6068 1.1745 -0.0150  -0.466
H 0.0036 1.8925 -1.8230  0.335
H -0.4173 3.8107 -0.6757  0.544
H 1.3281 3.4446 -0.4717  0.322
H -0.9579 2.5517 1.4073  0.362
H 0.1115 3.9373 1.7413  0.511
H -0.4404 1.4116 3.2580  0.352
H 1.1490 1.7736 3.9646  0.484
H 2.8107 2.5934 2.9122  0.429
H 2.4870 3.5477 1.4661  0.406
O -2.3823 -0.8697 2.1609  -0.427
C -1.3769 -0.9571 1.5474  0.178
O -0.7008 0.1279 1.0311  -0.551
C -0.5903 -2.2135 1.1782  0.839
C -0.7928 -3.5698 1.4108  -0.878
C 0.0976 -4.4617 0.8047  -0.196
C 1.1380 -4.0209 -0.0212  -0.727
C 1.2911 -2.6488 -0.1779  0.897
N 0.4572 -1.8164 0.4513  -0.114
C 2.1827 -1.7160 -1.0396  0.057
O 3.3018 -1.9035 -1.3830  -0.380
O 1.4657 -0.5984 -1.2800  -0.552
H -1.6027 -3.9210 2.0358  0.531
H -0.0387 -5.5245 0.9557  0.483
H 1.7870 -4.7214 -0.5255  0.534

Cartesian forces (eV/Å) of the 3 atoms listed first:
W -3.04 0.07 -3.24
O 0.10 0.21 0.37
C 0.03 0.63 0.57

Calculated values
Net charge: +2
Energy above the lowest of the compared OMol25 structures with the same formula, charge and spin (kcal per mole): 23.1
Energy (eV): -36892.940
HOMO (Ha): -0.6503
Lowest unoccupied orbital energy (eV): -10.2
Kohn-Sham gap (eV): 7.5
Largest force on an atom (Eh/bohr): 0.0865

***

# 2
Entry from OMol25: one molecule with the formula C8H9NO in a non-equilibrium geometry (ωB97M-V/def2-TZVPD).

Each line ends with the Mulliken charge.
Positions of all 19 atoms, in Å:
C -2.4862 1.1303 0.3197  -1.587
C -2.4472 -0.2985 -0.0715  0.745
O -3.4567 -0.9162 -0.1625  -0.577
N -1.2236 -0.9497 -0.2646  -0.184
C 0.1451 -0.4845 -0.2609  0.691
C 1.0047 -1.4519 0.0535  -0.136
C 2.4138 -1.1673 0.2022  -0.617
C 2.7150 0.1888 0.0532  -0.243
C 1.8762 1.1312 -0.2780  -0.708
C 0.5397 0.8669 -0.3528  -0.532
H -3.5139 1.5541 0.6771  0.290
H -2.2870 1.6127 -0.4642  0.530
H -1.9186 1.4324 1.1247  0.503
H -1.3615 -2.0231 -0.2589  0.238
H 0.8903 -2.7064 -0.0963  0.093
H 3.2115 -1.8962 0.5294  0.315
H 3.7761 0.3462 0.0717  0.318
H 2.3808 2.2585 -0.3243  0.162
H -0.2583 1.3726 -0.4973  0.698

Cartesian forces (eV/Å) of the 3 atoms listed first:
C -4.41 -2.08 5.03
C 1.50 -0.08 0.98
O -1.86 -1.55 -0.40

Calculated values
Energy above the lowest of the compared OMol25 structures with the same formula, charge and spin (kcal per mole): 71.3
Energy (eV): -11976.757
HOMO (Ha): -0.3210
SMILES string: CC(=O)Nc1ccccc1
Lowest unoccupied orbital energy (eV): 0.8
Kohn-Sham gap (eV): 9.6
Largest force on an atom (Eh/bohr): 0.1613

***

# 3
Entry from OMol25: C25H28BrN5O5RuS2 as an isolated structure in a non-equilibrium geometry (ωB97M-V/def2-TZVPD).

Each line ends with the Mulliken charge.
Positions of all 67 atoms, in Å:
Ru -0.4319 -0.0373 -0.6602  2.486
C 4.2882 4.3632 2.3834  -0.773
O 3.6196 3.7164 3.4552  -0.465
C 2.6516 2.8367 3.1631  0.991
C 2.0561 2.1960 4.2721  -1.113
C 1.0424 1.3110 4.0698  -0.880
C 0.5511 0.9961 2.7831  -0.071
C -0.5931 0.1416 2.6184  0.560
C -1.2409 -0.4540 3.8477  -1.921
O -1.1281 -0.1265 1.5258  -0.187
C 1.1819 1.6068 1.6528  -0.318
O 0.8500 1.3820 0.4228  0.341
C 2.2320 2.5306 1.8878  -0.420
H 5.0200 5.0186 2.8448  0.246
H 3.5930 4.9562 1.7844  0.312
H 4.7948 3.6354 1.7454  0.318
H 2.4255 2.4343 5.2598  0.450
H 0.6050 0.8370 4.9374  0.424
H -1.6212 0.3348 4.4965  0.441
H -0.5181 -1.0446 4.4096  0.452
H -2.0643 -1.0888 3.5319  0.329
H 2.6770 2.9863 1.0137  0.351
C -3.7078 -2.1483 -0.6032  -0.447
C -3.8296 -0.6685 -0.6646  0.300
N -2.8546 0.1908 -0.8129  0.416
C -3.3091 1.4965 -0.8237  -0.548
C -4.6543 1.6213 -0.6991  -0.596
S -5.3800 0.0840 -0.5418  -0.188
C -2.3638 2.5922 -0.9799  0.008
C -2.6317 3.9144 -0.8107  -0.595
S -1.2411 4.8439 -1.1479  -0.180
C -0.3569 3.3999 -1.4904  0.443
N -1.0686 2.3180 -1.3553  0.385
C 1.0726 3.4551 -1.9054  -0.798
H -2.6601 -2.4206 -0.6358  -0.500
H -4.2216 -2.6075 -1.4490  0.427
H -4.1616 -2.5348 0.3097  0.440
H -5.2444 2.5226 -0.6970  0.436
H -3.5535 4.3807 -0.5048  0.443
H 1.5326 4.3867 -1.5832  0.472
H 1.1635 3.3877 -2.9911  0.268
H 1.5883 2.6164 -1.4449  -0.147
N 1.8429 -0.2829 -1.5525  -0.437
C 1.9092 -0.7036 -2.9522  -0.701
C 0.8376 0.0245 -3.7497  -0.506
N -0.4588 -0.1945 -3.1063  -0.441
H 2.2860 0.6134 -1.3929  0.238
H 2.2568 -0.9619 -0.9244  0.237
H 1.7153 -1.7768 -2.9945  0.285
H 2.8879 -0.5193 -3.4000  0.475
H 0.8550 -0.3355 -4.7811  0.443
H 1.0443 1.0963 -3.7592  0.130
H -0.7171 -1.1770 -3.1405  0.215
H -1.1900 0.3608 -3.5326  0.246
Br -1.9310 -7.6561 -1.1573  -0.165
C -0.5453 -6.4676 -0.6702  -0.101
C 0.6936 -6.9573 -0.2707  -0.146
N 1.6805 -6.1493 0.0848  -0.594
C 1.4914 -4.8374 0.0641  -0.270
C 0.2919 -4.2622 -0.3389  -0.005
C -0.7470 -5.1030 -0.7180  -0.192
C 0.1123 -2.7768 -0.4307  0.776
O 0.7182 -2.0117 0.3425  -0.661
O -0.6707 -2.3394 -1.3325  -0.763
H 0.8926 -8.0219 -0.2399  0.386
H 2.3294 -4.2275 0.3820  0.506
H -1.6940 -4.6957 -1.0441  0.453

Cartesian forces (eV/Å) of the 3 atoms listed first:
Ru 0.93 0.14 0.71
C 0.01 0.01 -0.01
O 0.02 -0.01 0.03

Calculated values
Net charge: +1
Multiplicity: 6
Energy (eV): -138357.433
HOMO (alpha / beta) (Ha): -0.3864 / -0.3845
Lowest unoccupied orbital energy (alpha / beta) (eV): -2.4 / -4.3
<S²>: 8.76
Kohn-Sham gap (alpha / beta) (eV): 8.1 / 6.1
Largest force on an atom (Eh/bohr): 0.0229

***

# 4
Entry from OMol25: one molecule with the formula C5H7NO (ωB97M-V/def2-TZVPD).

Each line ends with the Mulliken charge.
Positions of all 14 atoms, in Å:
C 0.7201 0.3451 -1.2467  -0.222
N -0.4476 0.8169 -1.4645  -0.567
C -1.1498 0.5873 -0.1697  0.078
C 0.0293 0.9057 0.8149  -0.684
C 0.8524 -0.2246 0.1445  -0.143
C -0.1554 -1.3998 0.2574  -0.505
O -1.4110 -0.7994 -0.0203  -0.420
H 1.5397 0.4773 -1.9488  0.432
H -2.1232 1.0810 -0.1699  0.397
H 0.4409 1.8892 0.5712  0.314
H -0.0061 0.8162 1.9071  0.316
H 1.8527 -0.4721 0.5089  0.400
H -0.1859 -1.8180 1.2743  0.301
H 0.0440 -2.2048 -0.4585  0.304

Cartesian forces (eV/Å) of the 3 atoms listed first:
C -0.10 0.02 -0.19
N 0.33 -0.19 0.13
C -0.08 0.30 0.05

Calculated values
Energy above the lowest of the compared OMol25 structures with the same formula, charge and spin (kcal per mole): 37.1
Energy (eV): -8834.594
HOMO (Ha): -0.3431
SMILES string: C1=N[C@@H]2C[C@H]1CO2
Lowest unoccupied orbital energy (eV): 1.0
Kohn-Sham gap (eV): 10.3
Largest force on an atom (Eh/bohr): 0.0166

***

# 5
Entry from OMol25: C4H13NO2 as an isolated structure in a non-equilibrium geometry (ωB97M-V/def2-TZVPD).

Each line ends with the Mulliken charge.
Positions of all 20 atoms, in Å:
C -0.2111 1.7913 -0.3131  -0.940
N -0.7284 0.4396 -0.6620  -0.477
C 1.2320 -0.7986 0.2305  -1.350
C -0.2999 -0.6494 0.2579  0.381
C -1.0172 -0.6804 1.6022  -0.632
O -0.6762 -2.3814 2.0649  -0.506
H 0.1818 1.7698 0.7102  0.287
H 0.6078 2.1309 -0.9187  0.306
H -1.0006 2.5400 -0.3620  0.401
H -1.7323 0.5292 -0.5070  0.294
H 1.8256 0.1073 0.4302  0.291
H 1.4585 -1.6295 0.9108  0.481
H 1.4800 -1.1419 -0.7659  0.315
H -0.5986 -1.6419 -0.1782  0.164
H -0.9014 0.1937 2.2614  0.349
H -0.4297 -1.4238 2.4115  0.211
H -2.1054 -0.8424 1.5354  0.365
H 1.4035 0.2513 -3.4968  0.290
H 0.5413 0.4984 -2.2285  0.438
O 0.9701 0.9377 -2.9830  -0.667

Cartesian forces (eV/Å) of the 3 atoms listed first:
C 0.03 -0.41 1.16
N -0.47 0.23 0.92
C -0.42 -0.05 0.65

Calculated values
Energy above the lowest of the compared OMol25 structures with the same formula, charge and spin (kcal per mole): 104.2
Energy (eV): -9939.678
HOMO (Ha): -0.3568
Lowest unoccupied orbital energy (eV): 0.3
Kohn-Sham gap (eV): 10.0
Largest force on an atom (Eh/bohr): 0.0765

***

# 6
Entry from OMol25: one molecule with the formula C3H5N3OS in a non-equilibrium geometry (ωB97M-V/def2-TZVPD).

Each line ends with the Mulliken charge.
Positions of all 13 atoms, in Å:
C -1.3045 2.5235 2.2448  -0.294
N -0.9139 1.8122 1.2507  -0.235
N 0.4028 1.3446 1.4199  -0.383
C 0.6922 0.5278 0.4960  -0.028
S -0.4023 0.0530 -0.8102  0.042
N 0.6695 -0.9643 -1.6653  -0.230
C 0.8118 -2.2987 -1.3752  0.145
O 0.3541 -2.8744 -0.4251  -0.488
H -0.6408 2.7231 3.1003  0.309
H -2.3018 2.9026 2.2136  0.266
H 1.6892 0.0450 0.4859  0.341
H 1.0847 -0.5823 -2.5226  0.246
H 1.4664 -2.8057 -2.1432  0.310

Cartesian forces (eV/Å) of the 3 atoms listed first:
C 1.08 -0.85 -0.68
N -0.35 0.69 1.04
N -0.06 -0.06 -0.13

Calculated values
Energy above the lowest of the compared OMol25 structures with the same formula, charge and spin (kcal per mole): 57.0
Energy (eV): -20543.188
HOMO (Ha): -0.3435
SMILES string: C=N/N=C\SNC=O
Lowest unoccupied orbital energy (eV): 0.5
Kohn-Sham gap (eV): 9.9
Largest force on an atom (Eh/bohr): 0.0298

***

- What is the energy in the sixth record?
  -20543.188 eV